Entry 1:
{
  "formula": "C34H28LaN8O4",
  "method": "ωB97M-V with the def2-TZVPD basis set",
  "multiplicity": 1,
  "e_above_lowest_kcal_mol": 0.2,
  "e_homo_ev": -5.22,
  "total_charge": -1,
  "gap_ev": 7.409,
  "elements": ["La", "O", "C", "C", "C", "C", "C", "C", "C", "N", "C", "C", "N", "C", "C", "C", "C", "C", "C", "C", "O", "H", "H", "H", "H", "H", "H", "H", "H", "H", "H", "H", "H", "H", "H", "C", "C", "N", "N", "C", "O", "C", "C", "C", "C", "C", "C", "C", "C", "C", "C", "C", "N", "H", "H", "H", "H", "H", "H", "H", "H", "H", "H", "H", "H", "N", "C", "O", "C", "C", "N", "C", "N", "H", "H"],
  "coordinates": [[-0.212, -0.410, -0.301], [-1.057, 0.361, 1.835], [-1.097, 0.302, 3.116], [-1.880, 1.192, 3.885], [-1.912, 1.110, 5.269], [-1.143, 0.161, 5.967], [-0.356, -0.682, 5.265], [-0.252, -0.581, 3.851], [0.624, -1.543, 3.197], [0.991, -1.650, 1.992], [1.832, -2.831, 1.744], [2.065, -3.129, 0.306], [0.869, -2.877, -0.451], [0.319, -3.874, -1.032], [-0.882, -3.861, -1.846], [-0.982, -4.918, -2.741], [-2.110, -5.102, -3.492], [-3.198, -4.206, -3.316], [-3.142, -3.193, -2.413], [-1.943, -2.912, -1.689], [-1.872, -1.934, -0.863], [-2.571, 1.808, 3.275], [-2.525, 1.796, 5.831], [-1.201, 0.043, 7.057], [0.286, -1.404, 5.778], [1.011, -2.300, 3.906], [1.410, -3.723, 2.226], [2.788, -2.730, 2.256], [2.408, -4.175, 0.210], [2.871, -2.494, -0.079], [0.751, -4.857, -0.914], [-0.166, -5.657, -2.794], [-2.199, -5.904, -4.224], [-4.099, -4.352, -3.880], [-3.909, -2.464, -2.161], [2.073, 3.891, 0.782], [1.735, 2.552, 0.154], [0.535, 2.170, -0.089], [-0.505, 2.960, 0.199], [-1.668, 2.420, -0.064], [-1.934, 1.339, -0.656], [-2.826, 3.246, 0.394], [-2.670, 4.449, 1.106], [-3.782, 5.112, 1.644], [-5.064, 4.652, 1.386], [-5.206, 3.483, 0.685], [-4.103, 2.774, 0.163], [2.844, 1.655, -0.249], [4.106, 2.165, -0.339], [5.141, 1.400, -0.800], [4.842, 0.088, -1.144], [3.538, -0.355, -1.019], [2.529, 0.388, -0.515], [1.206, 4.387, 1.177], [2.563, 4.559, 0.006], [2.791, 3.741, 1.613], [-1.657, 4.770, 1.260], [-3.633, 5.954, 2.267], [-5.938, 5.123, 1.802], [-6.195, 3.070, 0.454], [-4.208, 1.885, -0.438], [4.262, 3.187, -0.044], [6.093, 1.845, -0.846], [5.613, -0.596, -1.498], [3.279, -1.338, -1.300], [0.950, -1.832, -3.840], [1.028, -0.518, -3.577], [0.217, -0.037, -2.754], [2.019, 0.252, -4.282], [2.869, -0.439, -5.176], [3.379, -1.093, -5.967], [2.300, 1.570, -3.793], [2.368, 2.621, -3.339], [0.074, -2.263, -3.576], [1.520, -2.248, -4.559]]
}


Entry 2:
{
  "formula": "C34H29AsMnN7O7S2",
  "method": "ωB97M-V with the def2-TZVPD basis set",
  "multiplicity": 4,
  "e_above_lowest_kcal_mol": 28.5,
  "e_homo_ev": [-10.76, -11.06],
  "total_charge": 1,
  "s2": 3.855,
  "gap_ev": [6.710, 6.454],
  "elements": ["Mn", "C", "C", "N", "C", "S", "N", "N", "C", "C", "C", "C", "C", "C", "C", "N", "H", "H", "H", "H", "H", "H", "H", "H", "H", "H", "H", "H", "H", "S", "C", "C", "C", "C", "C", "C", "As", "C", "C", "C", "C", "C", "C", "C", "C", "C", "C", "C", "C", "H", "H", "H", "H", "H", "H", "H", "H", "H", "H", "H", "H", "H", "H", "O", "N", "O", "C", "C", "C", "C", "O", "C", "C", "N", "O", "O", "N", "O", "O", "H", "H"],
  "coordinates": [[-0.384, 0.044, 1.044], [-0.227, -6.124, -0.426], [-0.600, -5.290, 0.789], [0.268, -4.162, 0.997], [-0.113, -2.889, 0.905], [0.969, -1.646, 1.621], [-1.291, -2.608, 0.368], [-1.583, -1.285, 0.316], [-2.781, -0.917, -0.027], [-3.826, -1.891, -0.556], [-2.984, 0.517, 0.091], [-4.227, 1.151, -0.196], [-4.263, 2.537, -0.187], [-3.174, 3.262, 0.355], [-2.067, 2.543, 0.809], [-1.976, 1.201, 0.666], [-1.130, -6.727, -0.629], [0.564, -6.844, -0.324], [-0.023, -5.394, -1.231], [-0.601, -5.832, 1.748], [-1.670, -4.923, 0.682], [1.204, -4.307, 1.354], [-4.737, -1.323, -0.711], [-4.103, -2.661, 0.132], [-3.514, -2.431, -1.423], [-5.109, 0.569, -0.541], [-5.114, 3.024, -0.588], [-3.099, 4.298, 0.490], [-1.262, 3.062, 1.321], [2.465, -2.504, -1.296], [3.091, -1.012, -1.799], [4.454, -0.935, -2.244], [4.926, 0.112, -3.004], [4.023, 1.050, -3.412], [2.712, 1.110, -2.916], [2.230, 0.102, -2.126], [0.452, 0.332, -1.330], [0.507, 2.304, -1.462], [-0.021, 2.950, -2.594], [0.066, 4.305, -2.760], [0.773, 5.040, -1.797], [1.309, 4.426, -0.701], [1.183, 3.038, -0.544], [-0.788, -0.390, -2.627], [-2.082, 0.061, -2.890], [-2.857, -0.614, -3.816], [-2.358, -1.725, -4.474], [-1.071, -2.191, -4.164], [-0.267, -1.488, -3.250], [5.126, -1.702, -1.961], [5.969, 0.078, -3.268], [4.306, 1.843, -4.069], [2.073, 2.028, -3.159], [-0.497, 2.411, -3.399], [-0.467, 4.781, -3.592], [0.743, 6.123, -1.879], [1.848, 5.030, 0.035], [1.477, 2.578, 0.362], [-2.512, 0.918, -2.359], [-3.869, -0.302, -3.925], [-3.038, -2.276, -5.074], [-0.724, -3.098, -4.618], [0.772, -1.810, -3.061], [3.462, 0.577, 7.466], [2.288, 0.508, 7.227], [1.415, 0.488, 8.090], [1.889, 0.823, 5.843], [2.860, 1.166, 4.885], [2.394, 1.288, 3.629], [1.034, 1.017, 3.228], [0.649, 1.365, 2.027], [0.234, 0.570, 4.259], [0.618, 0.480, 5.541], [-1.115, 0.127, 4.075], [-1.542, -0.082, 2.908], [-1.893, -0.025, 5.016], [3.341, 1.503, 2.524], [4.178, 2.401, 2.754], [3.185, 0.904, 1.472], [3.936, 1.248, 5.027], [-0.030, 0.121, 6.353]]
}


Entry 3:
{
  "formula": "C34H29BN10PSV",
  "method": "ωB97M-V with the def2-TZVPD basis set",
  "multiplicity": 4,
  "e_above_lowest_kcal_mol": 159.9,
  "e_homo_ev": [-9.18, -10.22],
  "total_charge": 1,
  "s2": 3.923,
  "gap_ev": [5.733, 6.706],
  "elements": ["V", "C", "C", "N", "N", "C", "B", "N", "C", "C", "C", "N", "N", "C", "C", "C", "N", "H", "H", "H", "H", "H", "H", "H", "H", "H", "H", "S", "N", "C", "C", "C", "C", "C", "N", "C", "C", "N", "C", "C", "C", "C", "C", "N", "H", "H", "H", "H", "H", "H", "C", "P", "C", "C", "C", "C", "C", "C", "C", "C", "C", "C", "C", "C", "H", "H", "H", "H", "H", "H", "H", "H", "H", "H", "H", "H", "H"],
  "coordinates": [[-0.432, 0.727, -0.092], [0.101, -1.087, 3.476], [0.810, 0.097, 2.834], [-0.049, 0.928, 1.977], [-1.332, 0.437, 1.731], [-1.581, -0.904, 2.251], [-2.485, 1.514, 1.691], [-3.264, 1.128, 0.410], [-4.546, 1.188, 0.031], [-4.611, 0.923, -1.325], [-3.282, 0.731, -1.707], [-2.480, 0.855, -0.654], [-1.756, 2.842, 1.407], [-1.715, 3.983, 2.105], [-0.709, 4.776, 1.590], [-0.155, 4.003, 0.569], [-0.794, 2.843, 0.453], [0.719, -1.618, 4.198], [1.409, 0.733, 3.480], [-2.513, -1.298, 1.846], [-3.198, 1.571, 2.654], [-5.321, 1.408, 0.744], [-5.489, 0.877, -1.943], [-2.877, 0.502, -2.680], [-2.407, 4.156, 2.912], [-0.420, 5.762, 1.906], [0.689, 4.237, -0.060], [1.711, -2.367, -6.738], [1.032, -3.058, -5.451], [0.795, -2.091, -4.579], [0.154, -2.256, -3.286], [-0.378, -3.465, -2.835], [-1.026, -3.485, -1.621], [-1.083, -2.316, -0.866], [-0.532, -1.175, -1.253], [0.037, -1.129, -2.474], [0.470, 0.190, -2.942], [0.238, 1.222, -2.108], [0.527, 2.449, -2.525], [1.097, 2.709, -3.769], [1.369, 1.657, -4.613], [1.038, 0.364, -4.202], [1.227, -0.818, -5.023], [1.785, -0.843, -6.223], [-0.294, -4.349, -3.453], [-1.489, -4.385, -1.243], [-1.592, -2.307, 0.086], [0.286, 3.251, -1.844], [1.314, 3.728, -4.053], [1.813, 1.808, -5.587], [2.547, -2.234, 1.657], [1.471, -0.775, 1.370], [-0.288, -1.766, 2.146], [-0.459, -3.237, 2.098], [-1.197, -3.909, 2.987], [-1.924, -3.335, 4.126], [-2.010, -2.050, 4.484], [-1.399, -0.872, 3.787], [2.725, 0.418, 0.679], [3.398, 1.336, 1.485], [4.322, 2.209, 0.932], [4.597, 2.168, -0.430], [3.952, 1.243, -1.236], [3.018, 0.378, -0.681], [2.349, -2.654, 2.643], [3.597, -1.957, 1.583], [2.332, -3.006, 0.917], [0.055, -3.798, 1.325], [-1.256, -4.987, 2.885], [-2.438, -4.054, 4.751], [-2.582, -1.823, 5.375], [-1.682, 0.067, 4.264], [3.206, 1.379, 2.549], [4.834, 2.921, 1.566], [5.320, 2.851, -0.856], [4.175, 1.191, -2.294], [2.525, -0.354, -1.314]]
}